A molecular structure, C34H47F4N9NaO3S2Se in a non-equilibrium geometry, computed with the ωB97M-V functional and the def2-TZVPD basis.

Geometry (Å):
Na: -1.070 -0.594 1.053
C: 0.196 -2.589 4.052
N: -0.058 -1.171 3.940
C: 0.669 -0.460 4.971
C: -1.489 -0.928 4.015
C: -1.881 0.532 3.821
N: -1.446 1.052 2.551
C: -1.293 2.345 2.411
C: -0.826 2.845 1.155
F: -0.672 1.952 0.127
C: -0.523 4.156 0.904
F: -0.045 4.510 -0.319
C: -0.707 5.151 1.854
C: -1.239 4.736 3.065
F: -1.487 5.679 4.015
C: -1.530 3.420 3.342
F: -2.086 3.176 4.572
H: -0.193 -3.011 4.995
H: 1.268 -2.776 4.000
H: -0.277 -3.114 3.224
H: 0.311 -0.714 5.984
H: 0.568 0.612 4.826
H: 1.727 -0.711 4.899
H: -1.897 -1.257 4.990
H: -1.965 -1.528 3.242
H: -1.477 1.095 4.667
H: -2.979 0.579 3.883
H: -0.483 6.183 1.661
C: 4.171 -2.178 1.823
O: 3.593 -1.105 1.100
C: 2.278 -1.151 0.856
O: 1.515 -2.020 1.210
H: 4.907 -1.746 2.500
H: 4.675 -2.859 1.134
H: 3.397 -2.719 2.369
C: 3.476 3.454 -3.242
C: 2.974 3.152 -1.835
C: 3.928 2.237 -1.058
N: 4.082 0.910 -1.602
C: 3.032 0.011 -1.525
S: 1.845 0.163 -0.257
N: 3.086 -1.189 -2.167
C: 4.025 -1.674 -3.047
O: 3.684 -2.473 -3.927
C: 5.430 -1.272 -2.865
C: 5.982 -1.074 -1.591
C: 7.328 -0.802 -1.455
C: 8.149 -0.721 -2.569
C: 7.616 -0.940 -3.833
C: 6.274 -1.220 -3.979
H: 2.830 4.182 -3.727
H: 3.483 2.555 -3.854
H: 4.487 3.859 -3.206
H: 1.994 2.675 -1.880
H: 2.871 4.081 -1.272
H: 3.551 2.124 -0.038
H: 4.926 2.684 -1.024
H: 4.564 0.865 -2.493
H: 2.179 -1.718 -2.151
H: 5.356 -1.147 -0.717
H: 7.746 -0.661 -0.467
H: 9.201 -0.500 -2.453
H: 8.261 -0.898 -4.701
H: 5.846 -1.396 -4.956
Se: -1.324 -4.198 0.896
N: -2.121 -2.603 0.843
C: -3.316 -2.723 1.439
C: -4.225 -1.675 1.600
C: -5.419 -1.916 2.243
C: -5.713 -3.180 2.758
C: -4.834 -4.232 2.629
C: -3.622 -4.030 1.954
N: -2.682 -4.961 1.759
H: -3.949 -0.690 1.247
H: -6.132 -1.112 2.372
H: -6.646 -3.330 3.282
H: -5.052 -5.203 3.046
N: 0.653 -2.436 -1.758
H: 0.721 -2.654 -0.768
H: 0.310 -3.270 -2.218
H: -0.052 -1.711 -1.854
C: -2.324 1.462 -4.535
C: -2.505 2.141 -3.180
N: -3.746 1.734 -2.554
C: -3.871 0.586 -1.865
S: -2.670 -0.557 -1.859
N: -5.024 0.359 -1.175
C: -6.344 0.815 -1.557
C: -6.931 -0.027 -2.694
H: -1.397 1.790 -4.998
H: -3.158 1.694 -5.196
H: -2.282 0.386 -4.390
H: -2.530 3.228 -3.294
H: -1.672 1.875 -2.519
H: -4.489 2.414 -2.517
H: -5.011 -0.535 -0.697
H: -6.296 1.867 -1.853
H: -6.984 0.749 -0.672
H: -6.275 0.006 -3.562
H: -7.913 0.347 -2.975
H: -7.031 -1.063 -2.378

As for the total charge: -1. As for the HOMO energy (alpha / beta): -4.0649 / -2.4485 eV. The energy above the lowest of the compared OMol25 structures with the same formula, charge and spin comes out at 27.5 kcal/mol. Its total energy is -5801.9252 Eh. As for the orbital gap (alpha / beta): 6.013 / 4.351 eV.



C4H8 in the gas phase in a non-equilibrium geometry, computed with the ωB97M-V functional and the def2-TZVPD basis.

Geometry (Å):
C: 1.438 0.014 -0.082
C: 0.108 -0.174 0.553
C: -0.957 0.787 -0.039
C: -1.029 -0.744 -0.187
H: 2.064 0.918 0.226
H: 1.322 0.087 -1.170
H: 2.100 -0.931 -0.010
H: 0.141 -0.329 1.598
H: -1.690 1.393 0.555
H: -0.703 1.364 -0.896
H: -1.837 -1.118 0.515
H: -0.956 -1.267 -1.062

As for the HOMO energy: -9.8558 eV. The SMILES is CC1CC1. The energy above the lowest of the compared OMol25 structures with the same formula, charge and spin comes out at 20.6 kcal/mol. Its total energy is -157.1511 Eh. As for the orbital gap: 11.157 eV.



5 unconnected molecules or ions with the total composition C15H27Br10F4IN3 in a non-equilibrium geometry, computed with the ωB97M-V functional and the def2-TZVPD basis.

Geometry (Å):
F: 0.660 0.997 -4.438
C: 0.179 -0.206 -4.799
F: 1.115 -0.915 -5.464
C: -0.313 -0.981 -3.561
F: -1.563 -0.548 -3.299
F: -0.390 -2.291 -3.921
C: 0.520 -0.870 -2.287
C: 0.500 -2.113 -1.335
N: 1.920 -2.510 -1.111
C: 2.590 -1.390 -1.613
N: 3.668 -0.941 -1.094
I: 4.651 0.734 -1.767
N: 1.959 -0.827 -2.736
H: -0.667 -0.047 -5.469
H: 0.200 0.001 -1.723
H: 0.193 -1.744 -0.356
H: -0.197 -2.924 -1.514
H: 2.145 -3.296 -1.722
H: 4.013 -1.452 -0.283
H: 2.014 -1.614 -3.392
Br: 5.103 2.734 0.578
C: 6.155 4.008 1.627
C: 5.782 5.430 1.304
Br: 6.503 5.981 -0.413
H: 7.195 3.787 1.416
H: 5.938 3.782 2.669
H: 6.212 6.108 2.037
H: 4.708 5.578 1.255
Br: -6.542 -2.718 -1.047
C: -5.641 -1.074 -1.545
C: -4.195 -1.311 -1.893
Br: -3.117 -1.600 -0.293
H: -5.765 -0.387 -0.714
H: -6.177 -0.696 -2.413
H: -3.774 -0.433 -2.373
H: -4.052 -2.180 -2.527
Br: -6.075 0.818 1.898
C: -6.366 2.532 1.028
C: -7.824 2.764 0.733
Br: -8.416 1.708 -0.788
H: -5.760 2.536 0.128
H: -5.991 3.280 1.722
H: -7.994 3.801 0.454
H: -8.464 2.500 1.568
Br: 1.537 -6.511 3.050
C: 2.628 -5.045 3.706
C: 2.005 -3.709 3.395
Br: 2.202 -3.238 1.513
H: 3.610 -5.160 3.259
H: 2.698 -5.188 4.782
H: 2.500 -2.919 3.954
H: 0.939 -3.686 3.602
Br: 0.262 -0.673 2.175
C: 1.286 0.840 2.840
C: 0.612 2.143 2.505
Br: 0.835 2.581 0.619
H: 2.277 0.767 2.401
H: 1.353 0.702 3.917
H: 1.067 2.964 3.054
H: -0.456 2.121 2.698

As for the total charge: +1. As for the HOMO energy: -11.6476 eV. Its total energy is -27189.0425 Eh. As for the orbital gap: 7.271 eV.



A gas-phase ion, C4H10NO2S (charge +1) in a non-equilibrium geometry, computed with the ωB97M-V functional and the def2-TZVPD basis.

Geometry (Å):
C: -1.030 -0.820 -0.423
C: -0.579 1.527 -0.413
C: 0.192 -0.939 0.507
C: 1.038 0.344 0.385
N: -1.627 0.520 -0.236
O: 0.878 -2.082 0.100
O: 1.325 0.894 1.570
S: 2.306 0.348 -0.852
H: -0.675 -0.916 -1.453
H: -1.745 -1.616 -0.223
H: -0.697 2.408 0.196
H: -0.325 1.713 -1.446
H: -0.128 -1.003 1.557
H: -2.414 0.648 -0.889
H: -1.998 0.593 0.719
H: 1.511 -2.367 0.772
H: 2.016 1.570 1.513
H: 1.952 -0.823 -1.383

As for the total charge: +1. As for the HOMO energy: -12.7165 eV. The energy above the lowest of the compared OMol25 structures with the same formula, charge and spin comes out at 49.5 kcal/mol. Its total energy is -761.5146 Eh. As for the orbital gap: 9.424 eV.



2 unconnected molecules or ions with the total composition C6H12NO2 in a non-equilibrium geometry, computed with the ωB97M-V functional and the def2-TZVPD basis.

Geometry (Å):
C: -0.847 2.290 -0.192
C: -1.451 0.589 1.507
C: 0.683 -1.001 -1.138
C: -0.523 0.307 2.623
C: 0.158 -1.293 -2.467
C: 2.083 -1.430 -0.849
N: -1.305 1.768 0.797
O: -2.211 1.789 1.709
O: 0.053 -0.216 -0.453
H: -0.064 1.843 -0.746
H: -1.224 3.315 -0.525
H: -2.005 -0.177 1.156
H: 0.602 0.239 2.378
H: -0.879 -0.586 3.277
H: -0.421 1.148 3.398
H: 0.129 -0.404 -3.116
H: -0.939 -1.577 -2.288
H: 0.769 -2.074 -2.898
H: 2.331 -2.372 -1.342
H: 2.250 -1.536 0.247
H: 2.810 -0.624 -1.077

As for the total charge: +1. As for the HOMO energy (alpha / beta): -9.4957 / -16.0085 eV. The energy above the lowest of the compared OMol25 structures with the same formula, charge and spin comes out at 100.5 kcal/mol. Its total energy is -440.4831 Eh. As for the orbital gap (alpha / beta): 5.265 / 9.623 eV. As for the spin multiplicity: 3.



2 unconnected molecules or ions with the total composition C4H9O3 in a non-equilibrium geometry, computed with the ωB97M-V functional and the def2-TZVPD basis.

Geometry (Å):
C: -1.014 -2.157 -1.690
O: -0.358 -0.967 -1.845
C: -0.303 1.003 0.430
H: -1.145 -2.728 -2.648
H: -0.502 -2.872 -0.997
H: -2.050 -2.056 -1.269
H: 0.250 1.291 -0.485
H: -1.281 0.545 0.209
C: 1.771 -0.025 0.864
O: 0.418 0.124 1.229
H: 2.301 -0.438 1.730
H: 1.870 -0.718 0.011
H: 2.225 0.941 0.588
C: -0.664 2.340 1.137
O: -0.381 2.626 2.277
H: -1.138 3.092 0.461

As for the total charge: -1. As for the HOMO energy: -2.2123 eV. The energy above the lowest of the compared OMol25 structures with the same formula, charge and spin comes out at 92.3 kcal/mol. Its total energy is -383.4595 Eh. As for the orbital gap: 5.860 eV.



2 unconnected molecules or ions with the total composition C3H8ClN2 in a non-equilibrium geometry, computed with the ωB97M-V functional and the def2-TZVPD basis.

Geometry (Å):
C: 0.726 0.832 1.784
C: -0.428 0.350 -2.003
C: 0.797 -0.459 1.069
N: -1.612 -1.230 -0.789
N: -0.756 -0.411 -0.835
Cl: 0.105 -1.878 1.584
H: 0.265 1.547 1.184
H: 1.862 1.059 1.883
H: 0.242 0.740 2.799
H: -1.183 0.342 -2.731
H: 0.572 0.160 -2.524
H: -0.378 1.368 -1.673
H: 1.347 -0.567 0.197
H: -1.559 -1.852 0.053

As for the total charge: +1. As for the HOMO energy (alpha / beta): -13.9988 / -13.9976 eV. The energy above the lowest of the compared OMol25 structures with the same formula, charge and spin comes out at 93.3 kcal/mol. Its total energy is -688.4137 Eh. As for the orbital gap (alpha / beta): 8.010 / 8.008 eV.



C2H2O4 in the gas phase in a non-equilibrium geometry, computed with the ωB97M-V functional and the def2-TZVPD basis.

Geometry (Å):
O: -1.728 0.174 -0.733
C: -0.574 0.368 -0.477
O: 0.088 1.527 -0.423
C: 0.426 -0.725 -0.022
O: 1.029 -1.413 -0.808
O: 0.332 -0.741 1.316
H: -0.512 2.276 -0.394
H: 0.939 -1.466 1.542

As for the HOMO energy: -10.7095 eV. The SMILES is O=C(O)C(=O)O. The energy above the lowest of the compared OMol25 structures with the same formula, charge and spin comes out at 17.6 kcal/mol. Its total energy is -378.3862 Eh. As for the orbital gap: 11.212 eV.



C24H24N2O4 in the gas phase, computed with the ωB97M-V functional and the def2-TZVPD basis.

Geometry (Å):
C: 1.582 1.197 2.276
N: 1.016 1.211 0.944
C: -0.154 0.583 0.647
O: -0.589 0.463 -0.479
C: -0.929 0.019 1.844
O: -2.146 -0.545 1.422
C: -3.116 0.306 0.922
C: -3.513 1.423 1.652
C: -4.536 2.239 1.208
C: -5.180 1.955 0.016
C: -4.782 0.857 -0.719
C: -3.759 0.015 -0.289
C: -3.360 -1.067 -1.245
O: -3.682 -1.015 -2.419
N: -2.676 -2.108 -0.719
C: -1.931 -3.004 -1.566
C: -0.459 -2.587 -1.597
O: 0.049 -2.781 -0.287
C: 1.316 -2.393 -0.006
C: 2.210 -1.850 -0.924
C: 3.494 -1.523 -0.523
C: 3.902 -1.719 0.784
C: 3.009 -2.247 1.704
C: 1.728 -2.582 1.315
C: 1.792 1.784 -0.098
C: 1.180 2.532 -1.098
C: 1.942 3.094 -2.106
C: 3.316 2.929 -2.123
C: 3.927 2.194 -1.122
C: 3.173 1.622 -0.113
H: 0.845 1.519 3.012
H: 1.944 0.202 2.547
H: 2.413 1.898 2.308
H: -1.087 0.802 2.596
H: -0.366 -0.801 2.297
H: -3.030 1.649 2.591
H: -4.828 3.095 1.798
H: -5.978 2.589 -0.337
H: -5.245 0.624 -1.666
H: -2.315 -2.002 0.219
H: -2.016 -4.024 -1.180
H: -2.354 -2.945 -2.571
H: -0.391 -1.528 -1.874
H: 0.100 -3.198 -2.318
H: 1.917 -1.681 -1.947
H: 4.181 -1.111 -1.247
H: 4.909 -1.469 1.086
H: 3.316 -2.407 2.728
H: 1.027 -3.013 2.014
H: 0.111 2.668 -1.091
H: 1.456 3.670 -2.879
H: 3.908 3.370 -2.911
H: 4.999 2.059 -1.125
H: 3.660 1.034 0.648

As for the HOMO energy: -8.6749 eV. The SMILES is CN(C(=O)COc1ccccc1C(=O)NCCOc1ccccc1)c1ccccc1. The energy above the lowest of the compared OMol25 structures with the same formula, charge and spin comes out at 27.9 kcal/mol. Its total energy is -1339.4499 Eh. As for the orbital gap: 9.221 eV.



A molecular structure, C35H45N5O7RuS3Si, computed with the ωB97M-V functional and the def2-TZVPD basis.

Geometry (Å):
Ru: 0.688 0.752 0.022
C: -2.298 2.028 -1.970
C: -2.718 0.694 -1.386
C: -2.540 -0.439 -2.391
C: -4.168 0.765 -0.921
O: -1.824 0.461 -0.223
Si: -1.983 -0.707 0.959
S: -0.144 -0.394 1.998
O: -3.226 -0.414 1.954
C: -3.570 0.541 2.971
C: -2.865 1.876 2.720
C: -5.078 0.716 2.904
C: -3.142 -0.033 4.314
O: -2.210 -2.164 0.310
C: -2.110 -3.523 0.803
C: -2.752 -3.635 2.179
C: -0.640 -3.922 0.854
C: -2.852 -4.372 -0.214
H: -2.857 2.233 -2.886
H: -1.237 2.034 -2.213
H: -2.492 2.839 -1.260
H: -3.015 -0.179 -3.339
H: -2.987 -1.360 -2.012
H: -1.480 -0.627 -2.563
H: -4.823 0.847 -1.792
H: -4.330 1.637 -0.284
H: -4.451 -0.133 -0.366
H: -3.112 2.253 1.720
H: -1.782 1.734 2.811
H: -3.188 2.613 3.458
H: -5.369 1.103 1.926
H: -5.420 1.409 3.677
H: -5.568 -0.249 3.054
H: -2.066 -0.222 4.311
H: -3.663 -0.973 4.505
H: -3.377 0.668 5.119
H: -2.186 -3.060 2.919
H: -2.769 -4.681 2.490
H: -3.776 -3.256 2.154
H: -0.103 -3.298 1.569
H: -0.188 -3.795 -0.134
H: -0.545 -4.966 1.162
H: -3.902 -4.076 -0.260
H: -2.797 -5.427 0.065
H: -2.407 -4.244 -1.203
N: 5.047 0.362 -0.301
C: 4.898 -0.940 0.163
C: 5.811 -1.938 0.490
C: 5.282 -3.127 0.952
C: 3.897 -3.323 1.085
C: 2.995 -2.329 0.760
C: 3.522 -1.125 0.300
N: 2.878 0.049 -0.081
C: 3.816 0.905 -0.424
C: 3.505 2.253 -0.870
C: 4.299 3.150 -1.506
S: 3.381 4.497 -1.986
C: 1.986 3.790 -1.306
N: 2.194 2.641 -0.732
H: 5.918 0.823 -0.499
H: 6.880 -1.798 0.391
H: 5.956 -3.932 1.221
H: 3.535 -4.275 1.454
H: 1.923 -2.457 0.845
H: 5.349 3.079 -1.756
H: 1.016 4.276 -1.346
O: -0.469 2.881 0.569
C: 0.014 3.668 1.654
C: 1.299 3.164 2.263
C: 1.977 3.975 3.164
C: 3.111 3.488 3.784
C: 3.529 2.195 3.497
C: 2.805 1.459 2.580
N: 1.723 1.944 1.956
H: -1.256 2.387 0.850
H: -0.737 3.721 2.441
H: 0.172 4.680 1.286
H: 1.602 4.970 3.381
H: 3.657 4.102 4.491
H: 4.390 1.755 3.982
H: 3.082 0.438 2.351
O: 0.611 -1.277 -1.386
C: 0.738 -0.604 -2.418
N: 0.807 0.733 -2.342
S: 1.131 1.396 -3.815
O: 0.168 2.418 -4.107
O: 2.523 1.742 -3.925
C: 0.912 -0.116 -4.717
C: 0.988 -0.350 -6.073
C: 0.896 -1.673 -6.494
C: 0.756 -2.712 -5.577
C: 0.699 -2.455 -4.212
C: 0.781 -1.141 -3.798
H: 1.112 0.462 -6.780
H: 0.940 -1.896 -7.552
H: 0.689 -3.732 -5.931
H: 0.583 -3.250 -3.485

As for the total charge: +1. As for the HOMO energy (alpha / beta): -10.7712 / -11.1990 eV. The energy above the lowest of the compared OMol25 structures with the same formula, charge and spin comes out at 0.0 kcal/mol. Its total energy is -3740.1433 Eh. As for the orbital gap (alpha / beta): 8.334 / 7.071 eV. As for the spin multiplicity: 6.